C6H7NS2 | ωB97M-V/def2-TZVPD

Bonds (Å) are listed after each position.
CARTESIAN COORDINATES (ANGSTROEM)
1 C 1.81 0.49 0.93  C2 1.451, C3 1.329, H10 1.094
2 C 1.08 1.21 -0.09  C1 1.451, C4 1.498, C5 1.588, H11 1.108
3 C 2.84 -0.12 0.37  C1 1.329, N7 1.341, H12 1.093
4 C 1.99 0.95 -1.25  C2 1.498, N7 1.273, H13 1.019
5 C -0.46 0.83 -0.07  C2 1.588, S8 1.636, S9 1.704
6 C -2.52 -0.71 -0.51  S9 1.804, H14 1.119, H15 1.172, H16 1.085
7 N 2.94 0.16 -0.94  C3 1.341, C4 1.273
8 S -1.66 1.86 0.35  C5 1.636
9 S -0.72 -0.82 -0.42  C5 1.704, C6 1.804
10 H 1.50 0.35 1.97  C1 1.094
11 H 0.87 2.30 -0.06  C2 1.108
12 H 3.53 -0.77 0.91  C3 1.093
13 H 1.94 1.42 -2.16  C4 1.019
14 H -2.87 -0.36 0.49  C6 1.119
15 H -2.84 -1.78 -0.85  C6 1.172
16 H -2.75 0.16 -1.12  C6 1.085

Summary:
Gap between HOMO and LUMO (alpha / beta): 4.61 / 3.81 eV
Max |F|: 0.07027 hartree/bohr
2S+1: 3
HOMO energy (alpha / beta): -5.33 / -8.19 eV
Charge: 0
⟨S²⟩: 2.02
ΔE to the lowest compared entry with this formula, charge and spin: 85.4 kcal per mole
LUMO (alpha / beta): -0.72 / -4.38 eV